No. 1
C30H58Cl24O5 | the ωB97M-V functional and the def2-TZVPD basis

Output
Total energy, eV: -342829.1657
Charge: 0
Multiplicity: 1
Orbital gap, eV: 10.4161

Last column: Mulliken charge in e.
Geometry (Å):
H  6.21  4.84  -3.19  0.250
H  -4.22  -10.87  4.04  0.298
C  -2.04  -6.31  3.30  -0.430
C  -5.34  -9.06  3.82  -0.449
C  -0.69  3.79  -1.40  0.067
H  -1.45  -5.37  -8.18  0.326
Cl  2.96  -2.99  -1.51  -0.112
Cl  1.28  -5.26  -7.29  -0.159
H  2.79  -0.59  -8.43  0.270
C  -3.51  3.60  8.87  -0.436
C  -0.65  3.56  0.98  0.756
H  -0.76  0.97  -3.42  0.385
H  4.53  6.42  -4.22  0.372
H  -2.14  -6.60  -7.12  0.348
H  0.72  4.80  -2.63  0.540
H  -3.69  2.80  9.59  0.330
C  1.26  -2.03  -7.92  -0.366
H  -0.05  -4.24  0.51  0.197
Cl  -6.03  -7.75  4.81  -0.179
O  3.00  4.27  -1.41  -0.621
Cl  2.57  0.81  -5.02  -0.220
Cl  -4.92  3.68  7.79  -0.170
H  1.58  -2.19  -6.90  0.303
O  -2.01  6.16  -3.37  -0.483
H  8.03  2.65  -0.71  0.288
H  3.27  -3.75  0.69  0.135
Cl  4.92  2.17  1.21  -0.192
C  -2.37  -6.12  4.76  -0.218
C  -2.32  1.04  3.65  -0.794
H  -5.12  4.96  4.34  0.307
Cl  -2.17  1.75  7.37  -0.167
C  -0.02  -6.43  -6.98  -0.433
H  6.31  1.00  -0.27  0.342
C  -0.39  -3.41  1.13  0.140
H  -0.02  2.70  0.75  -0.062
H  -0.94  -3.80  1.97  -0.155
Cl  -1.99  -4.46  5.30  -0.171
H  -2.41  5.84  -1.44  0.449
Cl  7.42  6.65  -4.07  -0.213
H  -0.66  -2.00  -0.49  -0.112
Cl  -2.40  2.77  4.12  -0.098
H  -2.05  -3.05  -0.15  0.332
Cl  -1.97  -1.20  1.30  -0.144
H  -1.06  -0.67  3.93  0.273
H  -1.76  -6.79  5.36  0.272
H  -2.41  1.01  2.57  0.343
C  1.92  3.74  -1.32  0.237
O  -1.58  4.19  -2.43  -0.482
H  1.14  4.37  1.92  0.311
C  -1.04  0.40  4.13  -0.167
C  7.33  2.84  0.10  -0.459
C  2.43  -1.57  -8.75  -0.323
Cl  -3.12  6.14  3.95  -0.197
H  -4.74  -8.60  3.04  0.258
Cl  2.04  -1.48  -10.49  -0.202
C  3.78  -5.42  -0.57  -0.446
H  0.78  1.70  -2.93  -0.449
H  1.88  2.19  -0.13  0.161
H  -6.17  -9.58  3.36  0.352
C  -5.53  6.25  2.66  -0.470
H  0.42  1.65  -5.43  0.414
Cl  7.01  4.60  0.13  -0.176
C  0.79  0.79  -4.88  -0.310
Cl  1.07  -2.61  1.78  -0.210
H  -2.16  -7.36  3.03  0.301
H  3.25  -2.29  -8.65  0.298
H  7.79  2.57  1.04  0.374
C  4.83  6.46  -3.18  0.265
Cl  0.74  -0.62  -2.55  -0.128
H  4.80  -3.58  -0.18  0.350
O  1.79  2.40  -1.07  -0.198
H  -0.39  4.90  2.66  0.272
C  -2.23  3.37  8.11  -0.428
H  -1.44  3.19  1.65  -0.346
H  6.55  6.05  -1.96  0.098
H  0.44  -0.11  -5.37  0.127
H  0.13  -7.27  -7.67  0.301
H  -3.45  4.55  9.40  0.295
H  -5.00  6.71  1.83  0.281
H  -1.38  3.44  8.78  0.348
H  -2.11  4.10  7.31  0.224
Cl  4.71  8.16  -2.65  -0.214
Cl  -3.05  -9.27  5.29  -0.151
C  6.07  2.05  -0.14  -0.368
H  4.18  -5.61  -1.56  0.329
C  -1.24  -2.48  0.30  -0.024
H  -1.02  -6.01  3.08  0.369
H  -0.88  0.56  5.19  0.220
C  6.21  5.90  -2.98  -0.162
H  -6.37  5.69  2.27  0.339
C  3.77  -3.95  -0.25  -0.367
C  -1.38  -5.83  -7.20  -0.529
C  -2.01  5.47  -2.39  0.050
H  -5.10  -10.39  5.50  0.334
H  5.55  2.40  -1.03  0.207
Cl  0.36  1.07  3.24  -0.147
H  4.12  5.89  -2.58  -0.338
Cl  -0.04  -0.80  -7.88  -0.211
H  -0.52  2.72  -1.57  0.623
C  -4.63  5.33  3.45  -0.261
H  0.10  -6.79  -5.96  0.332
H  0.69  5.46  -1.01  0.535
Cl  2.14  -6.12  -0.50  -0.184
Cl  -1.76  -4.58  -5.99  -0.162
Cl  -3.14  -5.37  2.25  -0.203
C  0.33  0.86  -3.45  0.098
H  -3.18  0.54  4.10  0.404
Cl  -6.20  7.56  3.66  -0.197
C  0.11  4.67  1.72  -1.087
H  -3.42  -6.31  4.96  0.080
H  4.38  -5.95  0.17  0.307
O  -1.34  4.02  -0.18  -0.395
H  0.83  -2.95  -8.30  0.247
H  -4.34  4.48  2.83  0.203
C  -4.53  -10.02  4.65  -0.447
C  0.65  4.53  -1.57  -0.806
H  0.10  5.58  1.13  0.368

***

No. 2
C15H34B3F4NO9 | the ωB97M-V functional and the def2-TZVPD basis

Output
Total energy, eV: -48930.5459
Charge: 0
Multiplicity: 1
Orbital gap, eV: 9.3395

Last column: Mulliken charge in e.
Geometry (Å):
F  3.72  -0.50  1.93  -0.289
C  -2.06  1.25  -4.41  -0.307
B  5.31  -6.12  1.33  0.506
N  1.92  -5.78  2.58  -0.609
C  -4.64  -0.80  -5.99  -0.786
H  -3.96  4.50  0.54  0.335
H  1.45  -5.18  1.91  0.264
H  -1.22  2.21  2.64  0.147
H  -4.00  2.73  0.71  0.153
O  -2.15  3.54  0.88  -0.058
C  -2.31  -0.27  -0.66  -0.576
H  -1.94  -0.08  -6.09  0.411
H  -4.19  -1.27  -6.86  0.322
H  0.54  5.30  1.69  0.399
C  -0.17  2.33  2.93  -0.474
H  -3.78  3.74  2.15  0.387
O  6.03  -5.75  2.43  -0.423
C  0.73  1.38  2.18  -0.457
H  0.55  0.35  2.54  0.343
H  -5.20  0.09  -6.30  0.332
C  -3.55  3.64  1.08  -0.822
H  -2.75  2.06  -1.31  0.196
H  -1.91  5.05  2.28  0.381
O  0.45  1.41  0.79  -0.148
O  0.23  3.69  2.84  -0.487
C  0.00  4.36  1.61  -0.362
H  -0.10  2.09  3.99  0.412
O  -3.13  0.07  -1.75  -0.370
C  1.55  0.99  0.01  -0.675
C  -2.72  0.48  -5.54  -0.600
H  -5.33  -1.50  -5.52  0.233
F  5.93  -6.62  0.31  -0.222
H  1.81  -0.05  0.24  0.096
O  3.96  -5.95  1.26  -0.503
B  5.29  -4.73  3.02  0.630
H  -3.20  1.18  -6.22  0.352
C  5.80  -3.24  2.99  -0.665
H  -1.18  1.75  -4.82  0.397
F  2.81  -2.39  1.70  -0.288
H  -1.52  5.47  0.59  0.404
O  -2.87  2.29  -3.89  -0.486
C  -3.56  1.42  -1.70  -0.269
H  1.78  1.65  2.36  0.328
H  -1.41  0.35  -0.64  0.111
H  -2.85  -0.16  0.29  0.298
H  5.04  -1.34  3.62  0.405
C  -1.46  4.68  1.35  -0.638
H  -4.61  1.20  -3.57  0.175
H  -1.72  0.58  -3.62  0.137
H  -4.54  2.83  -2.93  0.426
H  -2.01  -1.31  -0.78  0.354
H  0.43  3.80  0.77  0.113
B  3.34  -5.62  2.47  0.518
C  4.64  -2.24  3.17  -1.006
H  2.41  1.64  0.18  0.392
H  6.50  -3.10  3.81  0.342
C  3.98  -1.81  1.88  1.157
H  3.86  -2.65  3.81  0.371
F  4.72  -1.99  0.80  -0.315
O  -3.66  -0.46  -5.03  -0.247
H  6.33  -3.11  2.06  0.344
C  -3.97  1.92  -3.07  -0.651
H  1.26  1.06  -1.04  0.257
O  4.07  -5.12  3.54  -0.463
H  -4.42  1.47  -1.02  0.514
H  1.64  -5.42  3.49  0.254

***

No. 3
C14H16Cl27F3NO2P | the ωB97M-V functional and the def2-TZVPD basis

Output
Total energy, eV: -375906.7095
Charge: 0
Multiplicity: 1
Orbital gap, eV: 8.7361

Last column: Mulliken charge in e.
Geometry (Å):
Cl  -4.90  9.13  -1.36  -0.095
C  6.69  -4.80  -2.44  0.899
Cl  8.45  -7.73  2.25  -0.127
C  1.02  1.70  -2.33  -0.036
C  -5.38  0.60  2.43  0.885
Cl  0.77  3.07  -3.43  -0.126
Cl  -1.40  -2.80  1.90  -0.104
F  -5.28  0.90  3.71  -0.279
C  -4.05  0.45  1.71  -0.314
N  -1.03  2.86  3.38  -0.792
H  -2.91  4.96  -2.58  0.326
P  -2.40  2.75  2.60  0.669
Cl  11.20  -2.98  -3.90  -0.122
C  -8.21  4.31  3.21  0.450
Cl  0.43  0.20  -3.06  -0.130
Cl  6.66  -5.50  1.73  -0.082
C  -3.04  5.02  -1.51  -0.096
H  -4.08  1.02  0.77  0.550
C  2.50  -5.08  -0.68  0.118
H  1.54  -5.58  -0.61  0.256
H  2.08  1.60  -2.14  0.327
C  -2.77  0.94  2.41  0.146
Cl  -9.73  4.67  2.40  -0.125
Cl  -4.67  5.58  -1.18  -0.101
Cl  2.49  -4.04  -2.11  -0.090
H  -4.39  -1.77  1.38  0.347
F  -6.09  1.58  1.86  -0.301
H  -3.86  10.66  -2.80  0.323
Cl  -1.14  -4.67  -0.31  -0.162
Cl  7.44  -3.38  -1.70  -0.096
H  -1.94  0.60  1.76  0.099
Cl  7.75  -6.21  -2.28  -0.133
C  -0.56  -3.15  0.38  0.927
Cl  -4.97  9.20  -4.26  -0.122
Cl  -7.08  5.66  3.04  -0.128
O  -3.05  -2.09  3.73  -0.519
H  -7.77  3.44  2.74  -0.063
Cl  3.76  -6.31  -0.82  -0.139
Cl  2.73  -4.11  0.78  -0.210
C  8.29  -6.15  1.48  0.421
Cl  6.33  -4.50  -4.14  -0.111
Cl  -0.76  -1.82  -0.76  -0.090
Cl  10.09  -4.09  -6.34  -0.128
C  -3.07  -1.13  3.12  0.345
Cl  11.51  -5.81  -4.48  -0.128
Cl  -1.84  6.15  -0.87  -0.127
Cl  0.20  1.97  -0.80  -0.030
H  -2.80  -1.20  0.95  -0.145
H  9.53  -4.60  -4.13  -0.296
Cl  -2.79  3.41  -0.82  -0.027
H  -1.15  3.39  4.23  0.238
C  -4.02  9.59  -2.82  0.004
F  -6.14  -0.48  2.36  -0.319
H  8.44  -6.27  0.41  -0.075
C  10.45  -4.40  -4.64  0.677
C  -3.63  -1.04  1.65  -0.300
H  -2.27  3.32  1.30  -0.093
H  0.50  -3.25  0.59  -0.450
H  5.76  -5.01  -1.93  -0.557
Cl  -8.48  3.93  4.91  -0.126
O  -2.63  0.09  3.56  -0.362
Cl  -2.44  8.80  -2.88  -0.099
H  -3.41  3.46  3.29  0.076
Cl  9.51  -5.03  2.08  -0.124

***

No. 4
C12H14N | the ωB97M-V functional and the def2-TZVPD basis

Output
Total energy, eV: -14147.1709
Charge: +1
Multiplicity: 1
Energy relative to the best compared isomer or geometry (same formula, charge and spin), eV: 7.375
Orbital gap (alpha / beta), eV: 7.0254 / 7.0335

Last column: Mulliken charge in e.
Geometry (Å):
C  0.58  -1.56  0.75  -1.180
H  2.05  -1.71  -1.53  0.422
C  1.83  -0.69  0.35  0.056
H  -0.49  2.44  -1.26  0.277
C  -1.57  -1.19  -0.79  -0.679
C  -1.47  0.06  1.20  -0.071
N  1.78  0.72  0.86  -0.280
H  3.00  -0.29  -1.47  0.362
C  -0.72  -0.93  0.31  0.696
C  -0.90  0.72  -0.23  0.507
H  1.23  -0.22  -1.70  0.524
H  2.71  -1.25  0.75  0.405
H  0.59  -1.68  1.85  0.347
H  0.72  -2.40  0.19  0.475
C  0.03  1.67  -0.50  -0.313
C  1.46  1.79  -0.01  -0.971
H  1.95  1.79  -0.96  0.349
C  2.03  -0.65  -1.22  -1.565
H  -3.55  0.33  1.81  0.574
C  -3.34  0.33  -0.32  -0.702
H  -4.27  0.26  -0.74  0.528
C  -2.09  0.09  -1.00  0.137
H  -1.09  0.44  2.14  0.530
C  -2.96  0.36  0.98  -0.800
H  1.54  2.79  0.42  0.558
H  2.55  0.86  1.49  0.300
H  -1.61  -2.07  -1.39  0.511

***

Record-wise maximum force values, in eV Å⁻¹: 0.97; 1.78; 5.74; 4.40